{
  "formula": "C6H15NO",
  "method": "ωB97M-V/def2-TZVPD",
  "smiles": "C=C(C)O.CCNC",
  "gap_ev": 8.776,
  "energy_ev": -10000.773,
  "elements": ["C", "C", "C", "O", "H", "H", "H", "H", "H", "H", "C", "C", "N", "C", "H", "H", "H", "H", "H", "H", "H", "H", "H"],
  "coordinates": [[1.3934, -0.2800, -1.1343], [0.2343, 0.2534, -1.6268], [0.0166, 1.7249, -1.8520], [-0.5718, -0.5912, -2.3769], [1.6750, -1.2771, -1.4392], [2.2151, 0.3840, -0.9146], [-0.9837, 2.0209, -1.5394], [0.1108, 1.9749, -2.9141], [0.7368, 2.3154, -1.2872], [-1.4054, -0.1510, -2.5740], [1.0089, 0.4815, 2.3235], [0.3105, -0.6369, 1.5738], [-0.9323, -0.2332, 1.0368], [-1.8022, -1.3416, 0.6634], [1.2132, 1.3098, 1.6468], [1.9611, 0.1329, 2.7254], [0.3900, 0.8446, 3.1438], [1.0141, -0.7921, 0.5413], [0.2306, -1.5423, 2.1821], [-0.6890, 0.2671, 0.1096], [-2.0993, -1.8799, 1.5641], [-2.6960, -0.9407, 0.1857], [-1.3307, -2.0433, -0.0375]]
}



{
  "formula": "C7H12Cl6CuO3Pd",
  "method": "ωB97M-V/def2-TZVPD",
  "s_squared": 6.017,
  "spin_multiplicity": 5,
  "gap_ev": [8.141, 2.806],
  "total_charge": 3,
  "energy_ev": -136810.379,
  "elements": ["Cu", "Pd", "C", "O", "O", "O", "Cl", "C", "C", "Cl", "H", "H", "H", "H", "Cl", "C", "C", "Cl", "H", "H", "H", "H", "Cl", "C", "C", "Cl", "H", "H", "H", "H"],
  "coordinates": [[-14.0839, 11.1829, 31.8189], [-16.6609, 12.3985, 28.7166], [-14.9575, 10.4985, 29.4459], [-15.0832, 10.9038, 28.2793], [-15.6509, 11.1486, 30.2392], [-13.9769, 10.0234, 29.9426], [-16.7602, 9.6019, 23.0049], [-16.3450, 10.1618, 24.6133], [-14.7918, 10.2674, 24.6581], [-13.9614, 11.3200, 23.4863], [-16.5946, 9.3291, 25.2708], [-16.8475, 11.0518, 24.9923], [-14.3950, 9.2660, 24.4916], [-14.5680, 10.6686, 25.6466], [-13.2001, 5.1870, 29.2286], [-12.7571, 6.3686, 28.0067], [-14.0332, 7.2415, 27.7642], [-15.1995, 6.2763, 26.7764], [-12.3091, 5.8489, 27.1598], [-12.0142, 7.0596, 28.4054], [-13.7507, 8.1635, 27.2561], [-14.4939, 7.3811, 28.7422], [-11.1633, 13.2831, 26.3271], [-12.1378, 11.8036, 26.7845], [-11.5431, 11.2188, 28.0629], [-9.8081, 10.7398, 27.8984], [-12.1863, 11.2323, 25.8574], [-13.1152, 12.2066, 27.0500], [-12.1146, 10.3452, 28.3764], [-11.7506, 11.8725, 28.9101]]
}



{
  "formula": "C4H14O3S",
  "method": "ωB97M-V/def2-TZVPD",
  "gap_ev": 5.061,
  "energy_ev": -21346.266,
  "elements": ["C", "O", "C", "C", "C", "S", "H", "H", "H", "H", "H", "H", "H", "H", "H", "H", "H", "H", "O", "H", "H", "O"],
  "coordinates": [[1.0049, 0.6880, -4.1752], [1.9953, 0.4714, -5.2271], [1.3151, 0.1620, -2.7858], [0.2266, 0.5473, -1.7195], [0.5277, -0.4045, -0.4789], [-0.9968, -0.3840, 2.3056], [0.9166, 1.8099, -4.4015], [0.1586, 0.1958, -4.6439], [2.7368, 1.0836, -5.3426], [2.2828, 0.4151, -2.3407], [1.2711, -0.9170, -2.7134], [-0.7980, 0.5059, -2.0348], [0.3097, 1.6691, -1.6062], [0.1008, -1.3786, -0.7407], [1.5533, -0.5207, -0.2254], [-0.0368, -0.1337, 0.4139], [-1.6649, -0.4714, 4.2836], [-2.7053, 0.2921, 4.9791], [-2.0781, -0.4269, 5.1751], [-1.5169, -1.2576, 6.4473], [-2.5973, -0.6292, 7.5440], [-2.0055, -1.3167, 7.2870]]
}



{
  "formula": "C39H51N10O2PPd",
  "method": "ωB97M-V/def2-TZVPD",
  "s_squared": 6.047,
  "spin_multiplicity": 5,
  "gap_ev": [7.436, 5.854],
  "total_charge": 4,
  "energy_ev": -73003.209,
  "elements": ["Pd", "C", "O", "C", "C", "C", "C", "C", "C", "C", "N", "C", "C", "N", "C", "C", "C", "C", "N", "C", "C", "N", "C", "C", "C", "C", "H", "H", "H", "H", "H", "H", "H", "H", "H", "H", "H", "H", "H", "H", "C", "C", "N", "C", "N", "C", "C", "C", "N", "C", "H", "H", "H", "H", "H", "H", "H", "H", "H", "H", "H", "H", "H", "O", "P", "N", "C", "C", "C", "C", "N", "C", "C", "C", "C", "N", "C", "C", "C", "C", "H", "H", "H", "H", "H", "H", "H", "H", "H", "H", "H", "H", "H", "H", "H", "H", "H", "H", "H", "H", "H", "H", "H", "H"],
  "coordinates": [[0.2015, 0.9950, -0.1988], [-8.0138, -8.9860, 4.4642], [-7.7938, -7.6445, 4.9924], [-6.9769, -6.8143, 4.4425], [-6.8860, -5.5338, 5.0859], [-6.0562, -4.5839, 4.5848], [-5.2777, -4.8509, 3.4304], [-5.3684, -6.1272, 2.8002], [-6.1929, -7.0925, 3.2826], [-4.3862, -3.8742, 2.8561], [-3.6250, -4.1012, 1.7959], [-2.9446, -2.9527, 1.5856], [-3.2934, -1.9901, 2.5213], [-4.2138, -2.5904, 3.3252], [-2.7298, -0.6704, 2.5294], [-3.0492, 0.3526, 3.4348], [-2.4373, 1.5766, 3.3199], [-1.5071, 1.7712, 2.2998], [-1.1889, 0.8144, 1.4404], [-1.7801, -0.3972, 1.5313], [-1.3983, -1.4023, 0.5504], [-0.4747, -1.0564, -0.3765], [-0.1158, -1.9334, -1.3008], [-0.6502, -3.2216, -1.3572], [-1.5827, -3.5965, -0.4205], [-1.9743, -2.6746, 0.5602], [-8.7523, -9.4275, 5.1216], [-7.0832, -9.5481, 4.5040], [-8.3972, -8.9170, 3.4486], [-7.4941, -5.3674, 5.9650], [-6.0033, -3.6280, 5.0887], [-4.7632, -6.3104, 1.9238], [-6.2550, -8.0558, 2.7984], [-4.6906, -2.1749, 4.1087], [-3.7752, 0.1879, 4.2209], [-2.6632, 2.3838, 4.0020], [-1.0053, 2.7228, 2.1763], [0.6143, -1.5973, -2.0269], [-0.3300, -3.9005, -2.1346], [-2.0237, -4.5848, -0.4279], [-0.7937, 5.8796, -0.1771], [0.5070, 5.1606, -0.4642], [0.2376, 3.7383, -0.7288], [-0.9491, 3.3237, -1.3156], [-0.9977, 2.0315, -1.5984], [-2.2225, 1.4670, -2.1645], [-3.4419, 2.2632, -1.7366], [-3.2230, 3.7245, -2.0685], [-1.9390, 4.1835, -1.5188], [-1.7650, 5.6300, -1.3120], [-0.6103, 6.9476, -0.0721], [-1.2238, 5.5258, 0.7627], [1.1869, 5.2326, 0.3841], [0.9925, 5.6162, -1.3323], [1.0188, 3.2380, -1.1365], [-2.3022, 0.4278, -1.8450], [-2.1358, 1.4544, -3.2547], [-3.6041, 2.1500, -0.6609], [-4.3337, 1.9036, -2.2481], [-4.0046, 4.3452, -1.6333], [-3.2324, 3.8894, -3.1484], [-2.7443, 6.0410, -1.0749], [-1.4277, 6.0987, -2.2399], [2.2142, 1.2847, -1.2856], [3.6679, 0.9634, -1.4416], [4.3069, 2.4625, -2.1910], [4.3134, 2.8186, -3.6031], [4.6376, 4.3111, -3.6330], [5.5063, 4.4888, -2.3889], [4.8376, 3.5538, -1.3847], [4.1193, -0.1829, -2.4806], [3.6634, -0.2487, -3.9017], [3.5896, -1.7439, -4.1976], [4.6911, -2.3216, -3.3156], [4.5275, -1.5512, -2.0138], [4.4540, 0.8203, -0.0523], [3.8009, 1.0653, 1.2665], [4.9328, 0.8348, 2.2675], [6.1849, 1.2351, 1.4914], [5.9241, 0.6476, 0.1102], [3.3812, 2.5139, -4.0803], [5.1192, 2.2331, -4.0722], [3.7198, 4.8970, -3.5575], [5.1414, 4.5938, -4.5535], [5.5436, 5.5129, -2.0271], [6.5295, 4.1609, -2.5786], [3.9697, 4.0407, -0.9102], [5.4603, 3.1715, -0.5763], [4.4027, 0.2283, -4.5453], [2.7024, 0.2526, -4.0251], [3.7317, -1.9482, -5.2561], [2.6159, -2.1437, -3.9057], [5.6716, -2.1230, -3.7504], [4.6031, -3.3946, -3.1614], [5.4407, -1.5044, -1.4322], [3.7347, -1.9853, -1.4001], [2.9649, 0.3809, 1.4150], [3.4318, 2.0928, 1.3183], [4.9826, -0.2190, 2.5443], [4.7922, 1.4156, 3.1762], [7.1025, 0.8495, 1.9292], [6.2716, 2.3232, 1.4401], [6.1922, -0.4076, 0.0900], [6.4686, 1.1506, -0.6910]]
}



{
  "formula": "C4H8O2S",
  "method": "ωB97M-V/def2-TZVPD",
  "smiles": "O[C@H]1C[C@H](O)C1S",
  "gap_ev": 9.886,
  "energy_ev": -19206.612,
  "elements": ["O", "C", "C", "C", "O", "C", "S", "H", "H", "H", "H", "H", "H", "H", "H"],
  "coordinates": [[1.0585, 1.5292, -0.5679], [0.4072, 0.9340, 0.5604], [-1.0841, 0.7780, 0.1503], [-0.7434, -0.6654, -0.3536], [-1.5501, -1.7754, -0.0793], [0.5511, -0.6018, 0.5154], [2.1299, -1.2893, 0.0208], [2.0343, 1.4594, -0.4604], [0.7090, 1.3632, 1.5426], [-1.4215, 1.5965, -0.5769], [-1.8665, 0.8304, 0.9565], [-0.4597, -0.6236, -1.3871], [-2.1590, -2.0758, -0.7736], [0.1705, -0.9837, 1.4651], [2.2238, -0.4755, -1.0122]]
}



{
  "formula": "C3H7O3",
  "method": "ωB97M-V/def2-TZVPD",
  "gap_ev": 8.008,
  "total_charge": -1,
  "energy_ev": -9368.105,
  "elements": ["O", "C", "O", "C", "C", "H", "H", "H", "H", "H", "H", "H", "O"],
  "coordinates": [[-0.4795, 0.5125, 0.4757], [0.1798, -0.2166, -0.3377], [1.0699, 0.3103, -1.1086], [-0.2657, -1.7055, -0.3641], [0.9581, -2.6283, -0.7466], [-0.5114, -2.1151, 0.6483], [-0.8476, -1.7236, -1.2274], [1.4241, -2.4100, -1.6956], [1.8664, -2.6317, -0.0370], [0.6186, -3.6365, -0.7771], [-2.0382, 3.5477, 1.3345], [-0.7432, 2.7054, 1.2387], [-1.2156, 3.3730, 1.7836]]
}



{
  "formula": "C4H11NO",
  "method": "ωB97M-V/def2-TZVPD",
  "smiles": "C=CN.CCO",
  "gap_ev": 8.372,
  "energy_ev": -7862.639,
  "elements": ["C", "C", "N", "H", "H", "H", "H", "H", "C", "C", "O", "H", "H", "H", "H", "H", "H"],
  "coordinates": [[-2.0314, 0.6566, -2.9632], [-1.6936, 0.9974, -1.7031], [-1.0208, 0.2276, -0.7971], [-2.5816, 1.4093, -3.5139], [-1.5628, -0.1809, -3.4865], [-2.3490, 1.7421, -1.2272], [-0.6396, -0.6238, -1.1816], [-0.5420, 0.5248, 0.0432], [2.4160, -1.3170, 1.6603], [1.0040, -0.8721, 1.8220], [0.7356, 0.4990, 1.4066], [2.5273, -2.3991, 1.8414], [2.7084, -1.2803, 0.5982], [3.0552, -0.7615, 2.3458], [0.8082, -0.8564, 2.9009], [0.2742, -1.4844, 1.2834], [1.3810, 1.0205, 1.8763]]
}



{
  "formula": "C32H30F6INPPtSb2",
  "method": "ωB97M-V/def2-TZVPD",
  "s_squared": 0.756,
  "spin_multiplicity": 2,
  "gap_ev": [6.482, 6.431],
  "total_charge": 2,
  "energy_ev": -85166.443,
  "elements": ["Pt", "C", "C", "C", "Sb", "C", "C", "C", "C", "C", "C", "C", "C", "C", "C", "C", "C", "Sb", "C", "C", "C", "C", "C", "C", "C", "C", "C", "C", "C", "C", "H", "H", "H", "H", "H", "H", "H", "H", "H", "H", "H", "H", "H", "H", "H", "H", "H", "H", "H", "H", "H", "H", "H", "H", "H", "H", "F", "P", "F", "F", "F", "F", "F", "I", "C", "C", "C", "C", "C", "N", "H", "H", "H", "H"],
  "coordinates": [[-1.1163, -1.6855, -1.5065], [-4.4128, 0.4619, -0.2225], [-4.4587, -0.5732, 0.8989], [-3.2341, -0.5906, 1.8268], [-1.6836, -1.8418, 1.0446], [-0.0303, -2.2769, 2.2823], [0.0821, -3.6183, 2.6559], [1.1246, -4.0179, 3.4781], [2.0562, -3.0880, 3.9186], [1.9440, -1.7587, 3.5372], [0.9065, -1.3430, 2.7139], [-2.7927, -3.6444, 1.0119], [-3.0694, -4.3345, -0.1653], [-3.8553, -5.4791, -0.1365], [-4.3678, -5.9365, 1.0688], [-4.1052, -5.2470, 2.2446], [-3.3249, -4.1003, 2.2184], [-2.7831, 0.3493, -1.5760], [-3.1342, -1.0341, -3.1281], [-4.0998, -2.0321, -3.2357], [-3.9239, -3.0841, -4.1274], [-2.7585, -3.1926, -4.8789], [-1.7698, -2.2232, -4.7819], [-1.9509, -1.1277, -3.9141], [-2.5007, 2.1626, -2.6516], [-2.7135, 2.0872, -4.0303], [-2.6889, 3.2470, -4.7865], [-2.4596, 4.4749, -4.1779], [-2.2681, 4.5403, -2.8068], [-2.2873, 3.3880, -2.0331], [-4.3398, 1.4825, 0.1536], [-5.2888, 0.3888, -0.8700], [-4.6452, -1.5766, 0.5031], [-5.3401, -0.3217, 1.4949], [-3.4696, -1.0937, 2.7666], [-2.8584, 0.3976, 2.0547], [-0.6325, -4.3569, 2.3179], [1.2025, -5.0546, 3.7766], [2.8660, -3.4001, 4.5643], [2.6600, -1.0279, 3.8890], [0.8389, -0.3006, 2.4464], [-2.6918, -3.9795, -1.1204], [-4.0688, -6.0126, -1.0532], [-4.9764, -6.8299, 1.0924], [-4.5066, -5.6024, 3.1839], [-3.1241, -3.5792, 3.1484], [-5.0024, -1.9866, -2.6385], [-4.7005, -3.8303, -4.2290], [-2.6227, -4.0314, -5.5478], [-0.8670, -2.3106, -5.3726], [-1.2363, -0.3079, -3.9381], [-2.9266, 1.1513, -4.5320], [-2.8598, 3.1869, -5.8526], [-2.4396, 5.3783, -4.7718], [-2.1037, 5.4928, -2.3218], [-2.1428, 3.4672, -0.9693], [-0.4037, 0.4374, 0.6814], [-0.4836, 2.0290, 1.2790], [1.0234, 1.8783, 1.7657], [-0.6438, 3.5083, 1.7755], [-2.0317, 2.0091, 0.6869], [0.0150, 2.4986, -0.1843], [-1.0293, 1.4092, 2.6533], [0.5474, -3.9074, -1.1914], [1.7016, -2.1452, -1.0062], [3.0278, -2.0828, -0.6720], [3.6028, -0.8116, -0.6512], [2.8421, 0.2988, -0.9777], [1.5043, 0.1342, -1.2960], [0.9471, -1.0773, -1.2933], [3.5936, -2.9722, -0.4366], [4.6450, -0.7010, -0.3833], [3.2652, 1.2925, -0.9711], [0.8625, 0.9724, -1.5201]]
}